<1>
Below is a 9-piece molecular cluster, C16H50N4O9 overall, with properties calculated with ωB97M-V/def2-TZVPD.

```
79
C16H50N4O9 | the Open Molecules 2025 dataset | ωB97M-V/def2-TZVPD
C 5.250 -3.475 19.341
O 5.678 -3.825 20.450
N 5.985 -2.763 18.427
N 3.907 -3.507 19.004
H 6.992 -2.708 18.515
H 5.542 -2.580 17.551
H 3.618 -3.477 18.016
H 3.362 -3.953 19.722
C 9.068 -0.329 19.501
O 9.754 0.187 18.644
N 7.702 -0.303 19.504
N 9.649 -0.941 20.597
H 7.313 0.015 18.639
H 7.055 -0.948 19.980
H 10.590 -1.279 20.404
H 9.077 -1.540 21.156
C 0.984 3.969 14.327
C 1.635 3.616 15.619
O 2.805 2.910 15.229
H 0.440 3.146 13.857
H 1.804 4.247 13.637
H 0.299 4.827 14.384
H 0.988 3.065 16.358
H 1.955 4.520 16.158
H 3.193 2.304 15.873
C 0.729 3.756 20.788
C 1.508 2.472 20.546
O 0.834 1.526 19.797
H -0.194 3.475 21.263
H 0.516 4.193 19.791
H 1.273 4.494 21.342
H 1.632 2.050 21.529
H 2.533 2.658 20.204
H 0.525 2.032 19.021
C 6.585 5.291 18.463
C 5.379 5.542 19.267
O 4.817 4.301 19.765
H 7.101 6.203 18.184
H 6.375 4.648 17.580
H 7.236 4.760 19.128
H 4.630 6.087 18.761
H 5.622 6.121 20.144
H 5.550 3.947 20.289
C 3.178 -2.707 14.162
C 2.881 -2.048 15.479
O 4.095 -2.230 16.256
H 2.202 -2.725 13.652
H 3.561 -3.700 14.379
H 3.922 -2.155 13.554
H 2.091 -2.567 15.978
H 2.710 -0.974 15.347
H 4.570 -1.465 16.617
C 5.026 0.730 13.180
C 6.014 1.831 13.557
O 6.184 1.740 15.059
H 5.593 -0.197 13.424
H 4.735 0.774 12.126
H 4.180 0.873 13.813
H 5.562 2.763 13.252
H 7.002 1.785 13.171
H 6.830 2.397 15.309
C 7.773 -2.216 15.031
C 8.580 -0.936 15.124
O 9.767 -1.065 15.910
H 8.521 -2.915 14.534
H 6.918 -2.173 14.436
H 7.527 -2.628 16.050
H 7.988 -0.099 15.459
H 8.940 -0.692 14.142
H 9.708 -0.553 16.766
C 3.421 0.126 18.136
C 4.789 0.676 17.977
O 5.616 -0.046 17.102
H 2.908 0.579 18.997
H 3.478 -0.917 18.495
H 2.827 0.299 17.194
H 5.276 0.766 18.990
H 4.683 1.719 17.627
H 5.933 0.547 16.365
```

Output
Structure (SMILES): NC(N)=O.NC(N)=O.CCO.CCO.CCO.CCO.CCO.CCO.CCO
Kohn-Sham gap in eV: 10.032
HOMO energy in eV: -9.66
LUMO level in eV: 0.38


<2>
Below is a 8-piece molecular cluster, C16H50N4O9 overall, with properties calculated with ωB97M-V/def2-TZVPD.

```
79
C16H50N4O9 | the Open Molecules 2025 dataset | ωB97M-V/def2-TZVPD
N 1.324 4.332 0.726
H 2.059 3.578 0.850
H 1.337 4.546 -0.253
H 1.317 5.098 1.297
H 0.482 3.862 0.901
C 1.216 0.792 0.408
O 1.523 0.936 1.577
O 0.560 -0.309 -0.010
O 1.538 1.697 -0.431
H 0.262 -0.837 0.753
C -3.816 -2.479 1.882
C -2.731 -2.090 0.868
C -1.419 -2.836 1.014
O -0.910 -2.265 2.259
C 0.383 -2.629 2.581
N -3.204 -2.432 -0.480
H -3.870 -3.427 2.242
H -4.837 -2.179 1.710
H -3.362 -2.097 2.704
H -2.564 -0.952 0.801
H -0.632 -2.945 0.298
H -1.625 -3.882 1.299
H 0.876 -2.226 3.493
H 1.260 -2.365 2.007
H 0.403 -3.650 2.764
H -2.359 -2.164 -1.175
H -3.982 -1.867 -0.658
C -1.876 3.065 2.699
C -0.842 2.447 3.711
C -1.053 0.910 3.999
O -2.273 0.749 4.729
C -2.439 -0.580 5.255
N 0.407 2.792 3.318
H -1.741 2.576 1.755
H -1.942 3.993 2.530
H -2.897 2.549 3.092
H -1.080 2.885 4.600
H -0.241 0.680 4.522
H -0.782 0.284 3.389
H -1.727 -0.942 5.847
H -2.513 -1.176 4.434
H -3.392 -0.509 5.687
H 0.859 2.140 2.670
H 1.065 2.682 4.111
C -2.147 -2.005 -4.277
C -0.828 -2.231 -3.588
C 0.424 -1.802 -4.376
O 0.338 -2.382 -5.689
C 1.546 -2.110 -6.457
N -0.898 -1.378 -2.380
H -2.119 -2.838 -5.058
H -2.333 -0.942 -4.699
H -3.021 -2.266 -3.607
H -0.642 -3.247 -3.391
H 1.084 -2.025 -3.852
H 0.327 -0.620 -4.441
H 1.615 -2.648 -7.373
H 2.539 -2.005 -5.889
H 1.237 -1.132 -6.774
H -0.423 -0.596 -2.436
H -0.300 -1.779 -1.717
C 3.427 -0.032 -2.438
O 2.697 1.091 -2.739
H 2.896 -0.507 -1.679
H 4.441 0.068 -2.113
H 3.484 -0.697 -3.163
H 2.230 1.502 -2.013
C 5.122 1.280 1.190
O 4.258 1.513 2.204
H 4.901 0.291 0.796
H 6.069 0.904 1.639
H 5.243 1.956 0.316
H 3.390 1.292 2.100
C -0.183 3.086 -2.610
O -0.584 2.995 -1.267
H -0.229 1.992 -3.099
H 0.814 3.511 -2.934
H -0.781 3.697 -3.098
H -0.355 2.308 -0.860
```

Output
Kohn-Sham gap in eV: 8.458
HOMO energy in eV: -8.58
LUMO level in eV: -0.12


Which of them is the most stable? Correct choice: <1>.


<1>
Below is a 2-piece molecular cluster, C5H16N2O overall, with properties calculated with ωB97M-V/def2-TZVPD.

```
24
C5H16N2O | the Open Molecules 2025 dataset | ωB97M-V/def2-TZVPD
C 1.542 2.244 0.028
N 1.100 0.875 0.231
C -0.185 0.474 -0.329
C -0.670 -0.709 0.526
C -2.145 -1.114 0.193
N -3.093 -0.611 1.214
C -0.069 0.013 -1.842
H 0.884 2.762 -0.684
H 1.333 2.846 0.917
H 2.570 2.305 -0.309
H 1.797 0.213 -0.077
H -0.928 1.263 -0.308
H 0.037 -1.527 0.418
H -0.726 -0.345 1.548
H -2.486 -0.570 -0.687
H -2.175 -2.195 0.103
H -2.715 0.205 1.672
H -3.345 -1.323 1.880
H 0.668 0.727 -2.198
H -1.073 0.051 -2.238
H 0.369 -0.984 -1.849
H 2.404 -1.304 0.343
H 3.543 -1.949 1.092
O 3.363 -1.348 0.358
```

Output
Structure (SMILES): CN[C@@H](C)CCN.O
Kohn-Sham gap in eV: 9.351
HOMO energy in eV: -8.52
LUMO level in eV: 0.83


<2>
Below is a 2-piece molecular cluster, C5H16N2O overall, with properties calculated with ωB97M-V/def2-TZVPD.

```
24
C5H16N2O | the Open Molecules 2025 dataset | ωB97M-V/def2-TZVPD
C -1.006 -0.392 -2.674
C -0.994 0.772 -1.685
N -0.344 0.470 -0.438
C -0.517 1.502 0.574
C 0.233 1.184 1.874
N -0.036 -0.137 2.457
C 0.914 -1.182 2.098
H -1.809 -0.247 -3.393
H -0.045 -0.441 -3.200
H -1.101 -1.386 -2.223
H -0.500 1.601 -2.204
H -2.026 1.100 -1.558
H -0.689 -0.415 -0.077
H -0.091 2.405 0.144
H -1.575 1.683 0.813
H -0.040 1.931 2.618
H 1.309 1.243 1.692
H -1.007 -0.411 2.298
H 1.911 -0.794 2.294
H 1.047 -1.374 1.041
H 0.834 -2.004 2.800
H 1.577 -0.983 -0.878
H 1.837 -2.333 -1.562
O 2.115 -1.793 -0.811
```

Output
Structure (SMILES): CCNCCNC.O
Kohn-Sham gap in eV: 9.308
HOMO energy in eV: -8.43
LUMO level in eV: 0.88


<3>
Below is a 2-piece molecular cluster, C5H16N2O overall, with properties calculated with ωB97M-V/def2-TZVPD.

```
24
C5H16N2O | the Open Molecules 2025 dataset | ωB97M-V/def2-TZVPD
C -1.944 0.980 -1.475
O -0.760 1.606 -1.042
C -2.140 -0.410 -0.897
N -1.057 -1.295 -1.337
H -2.788 1.616 -1.196
H -1.958 0.926 -2.573
H -2.110 -0.364 0.192
H -3.128 -0.784 -1.191
H -1.181 -2.224 -0.941
H -1.130 -1.463 -2.337
C 0.353 0.566 2.478
C 1.158 -0.315 1.556
N 1.507 0.406 0.331
C 2.391 -0.364 -0.530
H -0.533 0.973 1.990
H 0.033 0.073 3.395
H 0.972 1.423 2.767
H 2.070 -0.717 2.010
H 0.549 -1.162 1.221
H 1.956 1.280 0.578
H -0.095 0.946 -0.721
H 3.297 -0.705 -0.004
H 2.688 0.244 -1.382
H 1.850 -1.236 -0.892
```

Output
Structure (SMILES): CCNC.NCCO
Kohn-Sham gap in eV: 10.016
HOMO energy in eV: -9.00
LUMO level in eV: 1.02


Which of them is the most stable? Correct choice: <3>.


<1>
Below is one molecule with the formula C17H21N3O3S, with properties calculated with ωB97M-V/def2-TZVPD.

```
45
C17H21N3O3S | the Open Molecules 2025 dataset | ωB97M-V/def2-TZVPD
O 1.117 0.342 3.495
O 1.939 -3.364 -2.194
O -0.180 -4.519 -1.577
N -1.645 -0.252 -1.270
C 0.827 0.432 2.348
C -0.686 -1.116 -1.364
C -0.642 -0.356 0.741
C -0.188 -1.332 -0.090
C 4.015 -0.573 -1.217
C 4.051 -0.816 0.133
C 3.261 0.568 -1.744
C 3.315 -0.035 1.015
C 2.474 1.281 -0.838
C 2.450 0.946 0.510
N -0.294 -0.219 2.025
N -1.632 0.269 0.001
C 1.380 1.524 1.506
C -2.399 2.065 1.517
C -3.120 2.217 -0.888
C -3.985 0.449 0.618
C -2.716 1.248 0.275
C -0.359 -2.002 -2.502
C 0.741 -2.431 0.088
S 0.605 -3.241 -1.544
H 4.747 -1.053 -1.843
H 4.674 -1.564 0.563
H 3.156 0.743 -2.745
H 3.283 -0.300 2.036
H 1.735 1.936 -1.305
H -0.312 -1.026 2.680
H 1.770 2.273 2.240
H 0.629 2.098 0.795
H -2.149 1.478 2.367
H -3.288 2.717 1.654
H -1.460 2.609 1.352
H -4.224 2.072 -1.289
H -2.909 3.323 -0.658
H -2.484 2.051 -1.835
H -4.354 -0.108 -0.250
H -3.766 -0.244 1.452
H -4.736 1.128 0.888
H -1.210 -2.421 -3.004
H 0.306 -1.528 -3.219
H 1.742 -2.049 0.317
H 0.521 -3.219 0.760
```

Output
Structure (SMILES): CC(C)(C)n1nc2c(c1NC(=O)Cc1ccccc1)CS(=O)(=O)C2
Kohn-Sham gap in eV: 9.753
HOMO energy in eV: -9.32
LUMO level in eV: 0.44


<2>
Below is one molecule with the formula C17H21N3O3S, with properties calculated with ωB97M-V/def2-TZVPD.

```
45
C17H21N3O3S | the Open Molecules 2025 dataset | ωB97M-V/def2-TZVPD
C 2.989 0.855 3.780
H 2.417 1.472 3.077
O 3.197 -0.433 3.266
C 2.004 -1.147 3.039
C 2.319 -2.316 2.111
H 3.207 -2.823 2.488
C 2.590 -1.823 0.688
N 1.381 -1.358 0.051
C 1.157 -0.073 -0.265
O 1.954 0.829 -0.038
C -0.186 0.256 -0.844
C -1.124 -0.565 -1.359
C -1.060 -1.958 -1.701
C -0.026 -2.760 -2.171
C -0.567 -4.015 -2.472
C -1.908 -3.956 -2.182
N -2.205 -2.714 -1.732
C -3.508 -2.266 -1.330
H -3.485 -1.877 -0.310
H -3.868 -1.474 -1.991
H -4.203 -3.103 -1.374
H -2.663 -4.713 -2.266
H -0.038 -4.862 -2.861
H 0.988 -2.451 -2.330
H -2.064 -0.088 -1.606
N -0.381 1.633 -0.737
C -1.474 2.385 -1.029
O -2.547 1.935 -1.400
C -1.282 3.831 -0.851
C -2.228 4.785 -1.113
C -1.779 6.093 -0.858
C -0.498 6.123 -0.402
S 0.188 4.557 -0.277
H 0.093 6.975 -0.130
H -2.379 6.973 -1.005
H -3.207 4.534 -1.478
H 0.475 2.090 -0.419
H 0.655 -2.036 -0.125
H 3.022 -2.630 0.088
H 3.286 -0.983 0.724
H 1.484 -3.020 2.109
H 1.592 -1.509 3.995
H 1.252 -0.492 2.573
H 2.457 0.823 4.740
H 3.974 1.293 3.927
```

Output
Structure (SMILES): COCCCNC(=O)/C(=C\c1cccn1C)NC(=O)c1cccs1
Kohn-Sham gap in eV: 7.809
HOMO energy in eV: -7.62
LUMO level in eV: 0.19


Which of them is the most stable? Correct choice: <2>.


<1>
Below is a 2-piece molecular cluster, C2H4BrN overall, with properties calculated with ωB97M-V/def2-TZVPD.

```
8
C2H4BrN | the Open Molecules 2025 dataset | ωB97M-V/def2-TZVPD
C -2.077 -0.015 -0.036
C -0.706 -0.389 -0.327
N -0.848 0.836 -0.123
Br 4.341 -0.121 0.032
H -2.800 0.076 -0.835
H -2.491 -0.187 0.951
H -0.005 -1.154 -0.558
H 4.585 0.954 0.896
```

Output
Structure (SMILES): C1=NC1.Br
Kohn-Sham gap in eV: 11.022
HOMO energy in eV: -10.19
LUMO level in eV: 0.83


<2>
Below is a 2-piece molecular cluster, C2H4BrN overall, with properties calculated with ωB97M-V/def2-TZVPD.

```
8
C2H4BrN | the Open Molecules 2025 dataset | ωB97M-V/def2-TZVPD
C -1.648 -0.413 0.233
C 1.130 0.877 -0.524
N -2.241 -1.157 0.852
Br 2.639 -0.206 0.243
H 1.155 0.325 -1.697
H 0.381 0.531 0.297
H 1.535 1.902 -0.557
H -2.951 -1.859 1.153
```

Output
Kohn-Sham gap in eV: 10.590
HOMO energy in eV: -9.62
LUMO level in eV: 0.97


Which of them is the most stable? Correct choice: <1>.


<1>
Below is a 4-piece molecular cluster, H6IO3 overall, with properties calculated with ωB97M-V/def2-TZVPD.

```
10
H6IO3 | the Open Molecules 2025 dataset | ωB97M-V/def2-TZVPD
I -1.950 -0.288 -0.456
O 1.291 0.473 -1.920
H 1.761 -0.312 -1.615
H 0.366 0.241 -1.716
O -1.053 2.060 2.279
H -1.315 1.376 1.637
H -1.704 2.754 2.142
O 1.089 -2.270 -0.408
H 1.356 -2.066 0.493
H 0.160 -1.969 -0.435
```

Output
Net charge: -1
Kohn-Sham gap in eV: 8.005
HOMO energy in eV: -4.43
LUMO level in eV: 3.57


<2>
Below is a 4-piece molecular cluster, H6IO3 overall, with properties calculated with ωB97M-V/def2-TZVPD.

```
10
H6IO3 | the Open Molecules 2025 dataset | ωB97M-V/def2-TZVPD
I -1.259 1.619 0.756
O 1.422 -0.130 1.998
H 0.600 0.366 2.013
H 2.057 0.600 1.949
O -1.743 -0.908 -1.611
H -1.770 -0.317 -0.830
H -1.616 -1.805 -1.293
O 1.068 0.217 -1.222
H 0.714 0.888 -0.606
H 0.530 -0.526 -1.154
```

Output
Net charge: -1
Kohn-Sham gap in eV: 8.037
HOMO energy in eV: -4.41
LUMO level in eV: 3.63


Which of them is the most stable? Correct choice: <1>.


<1>
Below is C4H12InO4 as an isolated structure, with properties calculated with ωB97M-V/def2-TZVPD.

```
21
C4H12InO4 | the Open Molecules 2025 dataset | ωB97M-V/def2-TZVPD
In -8.951 -31.976 14.715
C -9.657 -32.298 11.977
C -9.041 -30.917 12.080
O -9.235 -30.351 13.325
O -9.059 -33.192 12.903
H -9.544 -32.671 10.959
H -10.732 -32.159 12.088
H -9.399 -30.334 11.231
H -7.954 -30.891 11.998
H -9.405 -29.421 13.161
H -8.397 -33.672 12.400
C -6.462 -30.625 13.827
C -7.474 -29.631 14.370
O -8.178 -30.136 15.536
O -7.123 -31.832 13.357
H -5.720 -30.926 14.567
H -5.932 -30.255 12.950
H -8.137 -29.245 13.596
H -7.050 -28.693 14.729
H -7.628 -29.936 16.297
H -6.459 -32.400 12.960
```

Output
Net charge: +3
Kohn-Sham gap in eV: 6.422
HOMO energy in eV: -23.92
LUMO level in eV: -17.50


<2>
Below is C4H12InO4 as an isolated structure, with properties calculated with ωB97M-V/def2-TZVPD.

```
21
C4H12InO4 | the Open Molecules 2025 dataset | ωB97M-V/def2-TZVPD
In 2.626 0.524 -0.551
C -0.137 -1.450 -2.453
C -1.006 -0.384 -1.652
O -0.371 0.884 -1.524
O 1.151 -1.648 -1.922
H -0.008 -0.959 -3.417
H -0.691 -2.377 -2.604
H -1.063 -0.816 -0.653
H -1.964 -0.228 -2.149
H -1.042 1.545 -1.711
H 1.290 -2.572 -1.705
C -0.303 0.031 2.161
C -0.059 1.602 1.863
O 1.309 1.935 1.717
O 0.449 -0.763 1.227
H -1.323 -0.326 2.302
H 0.178 -0.118 3.128
H -0.324 2.185 2.745
H -0.718 2.001 1.092
H 1.564 2.540 2.418
H 0.442 -1.605 1.688
```

Output
Net charge: +3
Kohn-Sham gap in eV: 3.733
HOMO energy in eV: -22.35
LUMO level in eV: -18.62


Which of them is the most stable? Correct choice: <1>.


<1>
Below is C7H17NO as an isolated structure, with properties calculated with ωB97M-V/def2-TZVPD.

```
26
C7H17NO | the Open Molecules 2025 dataset | ωB97M-V/def2-TZVPD
C -1.921 -2.178 -0.089
C -1.334 -1.073 0.765
C -1.343 0.147 -0.092
C -0.962 1.409 0.579
C -0.919 2.621 -0.293
C 2.419 -0.204 0.336
C 2.507 -1.475 -0.458
H -2.864 -1.743 -0.539
H -1.160 -2.517 -0.918
H -2.401 -3.278 0.016
H -0.133 -1.347 0.956
H -1.792 -0.695 1.880
H -0.628 -0.045 -1.039
H -2.289 0.388 -0.606
H -0.065 1.477 1.161
H -1.660 1.628 1.465
H -1.759 2.512 -0.792
H -0.846 3.681 0.131
H 0.097 2.556 -0.675
H 2.291 1.886 0.299
H 2.280 0.938 -1.315
H 3.626 -1.670 -1.185
H 1.577 -1.651 -1.102
H 2.501 -2.315 0.363
N 2.624 1.038 -0.319
O 2.153 -0.089 1.472
```

Output
Kohn-Sham gap in eV: 10.598
HOMO energy in eV: -9.84
LUMO level in eV: 0.76


<2>
Below is a 2-piece molecular cluster, C7H17NO overall, with properties calculated with ωB97M-V/def2-TZVPD.

```
26
C7H17NO | the Open Molecules 2025 dataset | ωB97M-V/def2-TZVPD
C 1.628 1.429 0.901
C 2.344 0.369 1.702
C -0.533 0.362 0.473
C 2.656 0.229 -1.423
C 1.178 0.474 -1.341
O 0.429 0.355 -2.283
N 0.672 0.943 -0.118
H 1.015 2.077 1.463
H 2.257 2.134 0.379
H 3.272 0.230 1.157
H 1.899 -0.630 1.687
H -0.923 -0.172 -0.352
H 3.149 1.171 -1.133
H 2.489 0.551 2.748
H -0.279 -0.479 1.116
H -1.171 1.053 0.960
H 3.031 -0.544 -0.804
H 2.940 0.283 -2.480
C -3.734 -2.475 1.009
C -3.750 -1.052 0.432
H -4.591 -2.546 1.671
H -3.713 -3.155 0.164
H -2.879 -2.719 1.601
H -4.559 -0.463 0.826
H -4.035 -0.983 -0.623
H -2.829 -0.471 0.477
```

Output
Structure (SMILES): CCN(C)C(C)=O.CC
Kohn-Sham gap in eV: 9.980
HOMO energy in eV: -9.11
LUMO level in eV: 0.87


<3>
Below is a 2-piece molecular cluster, C7H17NO overall, with properties calculated with ωB97M-V/def2-TZVPD.

```
26
C7H17NO | the Open Molecules 2025 dataset | ωB97M-V/def2-TZVPD
C 1.394 -0.197 -0.045
C 2.831 -0.243 0.286
C 1.161 1.681 -1.525
C -1.052 1.845 1.381
C -0.598 1.304 0.015
O -1.265 1.220 -0.983
N 0.861 1.169 -0.162
H 1.298 -0.735 -1.017
H 0.771 -0.769 0.658
H 3.560 -0.985 0.389
H 3.033 -0.017 1.397
H 1.955 2.346 -1.716
H -2.004 1.465 1.709
H 3.450 0.550 -0.177
H 0.922 0.706 -2.336
H 0.360 2.276 -1.972
H -0.397 1.750 2.232
H -1.162 2.891 0.984
C -2.250 -2.417 -0.463
C -1.556 -1.797 0.751
H -2.745 -1.616 -1.040
H -1.572 -2.606 -1.261
H -2.911 -3.213 -0.229
H -1.440 -0.717 0.579
H -0.476 -2.005 0.871
H -2.168 -1.885 1.675
```

Output
Structure (SMILES): CCN(C)C(C)=O.CC
Kohn-Sham gap in eV: 10.174
HOMO energy in eV: -9.26
LUMO level in eV: 0.92


Which of them is the most stable? Correct choice: <2>.